ORCA calculation (ωB97M-V with the def2-TZVPD basis set) on a molecular structure, C28H43BrCoN2P2S.

Values from the calculation:
ΔE to the lowest compared entry with this formula, charge and spin (kcal per mole): 27.8
HOMO energy (alpha / beta) (Eh): -0.4987 / -0.5034
Multiplicity: 4
Total charge: +2
Orbital gap (alpha / beta) (eV): 7.302 / 5.329
<S²>: 3.777

Geometry as XYZ:
```
78
Properties=species:S:1:pos:R:3:lowdin_spin:R:1
N -5.1995 1.4252 -2.1247 0.021
C -4.9924 1.9707 -0.9332 -0.004
C -3.7299 1.9572 -0.3045 0.021
C -2.6347 1.4010 -0.9904 0.025
C -2.8746 0.8239 -2.2610 0.026
C -4.1977 0.8500 -2.7675 -0.003
C -1.2662 1.5284 -0.4308 0.104
Co -0.0654 0.2996 0.1538 2.162
P 1.9058 -0.1237 0.7475 0.136
C -0.0659 1.4276 -1.3040 0.049
C 0.8717 2.5886 -1.3776 0.016
C 1.8854 2.5867 -2.3554 0.014
C 2.9492 3.4670 -2.2452 0.001
C 3.0039 4.4230 -1.2160 0.022
C 1.8805 4.5789 -0.3884 -0.003
C 0.8052 3.6845 -0.4949 0.018
Br 4.5231 5.4336 -0.9438 0.008
H -1.2645 2.2853 0.3557 0.004
H -0.1393 0.8750 -2.2497 0.008
H -3.6089 2.4459 0.6667 0.001
H -2.0716 0.4234 -2.8846 0.001
H -5.8398 2.4493 -0.4380 0.000
H -4.4020 0.3899 -3.7388 0.000
H 1.8350 1.8724 -3.1787 0.001
H -0.0635 3.8372 0.1377 0.000
H 3.7575 3.4162 -2.9715 0.000
H 1.8500 5.3637 0.3469 -0.001
P -1.0639 -1.8513 -0.1099 0.073
C 2.9559 1.3766 0.9937 0.019
C 4.4325 1.5183 0.5685 0.006
H 2.8931 1.5924 2.0707 0.000
H 2.4082 2.1743 0.4632 0.002
H 4.6968 2.5881 0.6498 0.001
H 5.1255 0.9796 1.2299 0.000
H 4.6209 1.2340 -0.4747 0.000
C 2.0954 -0.5193 -1.1188 0.054
C 2.9954 -1.5364 -1.8220 0.017
H 2.2717 0.4381 -1.6360 0.000
H 1.0480 -0.8372 -1.3512 0.016
H 2.5422 -1.7678 -2.8070 0.000
H 3.9854 -1.1121 -2.0437 0.002
H 3.1184 -2.4754 -1.2783 0.000
C 1.8506 -0.9967 2.4307 0.028
C 2.8428 -1.9363 3.1229 0.009
H 0.8825 -1.5311 2.4356 0.002
H 1.6995 -0.1622 3.1371 0.000
H 2.2998 -2.4178 3.9505 0.001
H 3.2252 -2.7338 2.4794 0.000
H 3.6695 -1.3949 3.5937 0.000
C -1.0647 -2.9196 1.4134 0.015
C -1.5782 -4.3535 1.2767 0.005
H -1.6409 -2.3633 2.1638 0.000
H -0.0285 -2.9475 1.7658 0.000
H -2.6247 -4.4041 0.9664 0.000
H -0.9720 -4.9439 0.5795 0.000
H -1.4999 -4.8424 2.2536 0.001
C -0.2305 -2.9612 -1.3483 0.007
C -0.2923 -2.4366 -2.7791 0.001
H -0.7308 -3.9455 -1.2893 0.002
H 0.8098 -3.1013 -1.0148 0.000
H -1.3190 -2.3657 -3.1471 0.000
H 0.1763 -1.4520 -2.8943 0.000
H 0.2553 -3.1173 -3.4418 0.000
C -2.8038 -2.0822 -0.6948 0.019
C -3.9191 -1.6094 0.2193 0.001
H -2.9357 -3.1511 -0.9219 0.003
H -2.8659 -1.5511 -1.6528 0.000
H -4.0489 -0.5230 0.1556 0.000
H -4.8684 -2.0473 -0.1071 0.000
H -3.7864 -1.8894 1.2689 0.000
S -1.9911 0.0283 4.1529 0.006
C -0.5981 1.0601 4.3058 0.003
C -0.1021 1.4107 3.0758 0.007
N -0.7866 0.8010 2.0282 0.057
C -1.9154 0.2078 2.4567 0.012
H -0.1571 1.3339 5.2572 0.000
H 0.7773 2.0093 2.8590 0.000
H -2.7051 -0.1529 1.7989 0.001
```

=====

ORCA calculation (ωB97M-V with the def2-TZVPD basis set) on C5H6O2 in the gas phase.

Values from the calculation:
ΔE to the lowest compared entry with this formula, charge and spin (kcal per mole): 45.2
HOMO energy (Eh): -0.3447
Multiplicity: 1
Total charge: 0
Orbital gap (eV): 10.358
SMILES: CC=C=COC=O

Geometry as XYZ:
```
13
Properties=species:S:1:pos:R:3:nbo_charge:R:1
C 1.6859 1.1969 -0.4445 -0.633
C 0.9079 0.6697 0.7262 -0.187
C 0.3142 -0.4903 0.7576 0.002
C -0.4238 -1.5655 0.7077 0.009
O -1.7233 -1.6029 0.1899 -0.495
C -2.1838 -0.5961 -0.5780 0.647
O -1.6015 0.3965 -0.9147 -0.562
H 1.7138 0.4742 -1.2637 0.223
H 2.7103 1.4477 -0.1506 0.218
H 1.2085 2.1125 -0.8131 0.228
H 0.7543 1.3384 1.5720 0.218
H -0.1470 -2.5465 1.0777 0.212
H -3.2157 -0.8346 -0.8666 0.120
```

=====

ORCA calculation (ωB97M-V with the def2-TZVPD basis set) on a molecular structure, C34H50N3OP2SSr.

Values from the calculation:
HOMO energy (Eh): -0.3186
Multiplicity: 1
Total charge: +1
Orbital gap (eV): 5.077

Geometry as XYZ:
```
92
Properties=species:S:1:pos:R:3:lowdin_charge:R:1
C -1.3353 -1.6648 -1.7601 -0.382
C 0.6862 -2.7300 -0.9980 -0.368
C -1.5464 -2.6287 -2.7411 -0.065
C 0.4367 -3.7810 -1.9540 -0.034
C -0.6406 -3.7225 -2.8094 -0.065
H -2.4067 -2.5529 -3.4110 0.108
H 1.1504 -4.6087 -2.0037 0.113
H -0.7995 -4.5175 -3.5468 0.112
N -0.2828 -1.7169 -0.8883 -0.138
P -2.4625 -0.1975 0.2592 1.011
P 2.2463 -1.1287 0.5617 0.942
C -2.3155 -0.5224 -1.5744 -0.243
H -1.9133 0.4047 -2.0177 0.064
H -3.2747 -0.7411 -2.0697 0.091
C 1.8517 -2.6736 -0.2245 -0.267
H 2.6132 -3.4433 -0.3915 0.072
C 3.3988 -0.1746 -0.6768 -0.640
C 3.2775 -1.5236 2.1234 -0.674
C -3.4118 1.4493 0.4735 -0.667
C -3.5478 -1.6842 0.8292 -0.642
C 3.4285 1.3243 -0.3097 -0.102
H 4.0699 1.5122 0.5656 0.069
H 3.8384 1.9088 -1.1561 0.094
H 2.4250 1.7089 -0.0737 0.026
C 4.8422 -0.7029 -0.7747 -0.097
H 5.4294 -0.5146 0.1385 0.066
H 4.8637 -1.7837 -0.9966 0.085
H 5.3545 -0.1833 -1.6079 0.095
C 2.7546 -0.3978 -2.0662 -0.111
H 3.1599 0.3435 -2.7813 0.088
H 2.9853 -1.4082 -2.4402 0.091
H 1.6598 -0.3055 -2.0483 0.037
C 3.9541 -0.2445 2.6517 -0.088
H 3.2199 0.5706 2.7770 0.068
H 4.4011 -0.4534 3.6418 0.096
H 4.7628 0.1093 1.9924 0.062
C 2.3242 -2.0473 3.2101 -0.120
H 1.6673 -1.2495 3.5860 0.054
H 1.7019 -2.8767 2.8361 0.078
H 2.9250 -2.4216 4.0604 0.100
C 4.3135 -2.6346 1.8497 -0.091
H 5.0512 -2.3651 1.0818 0.057
H 4.8639 -2.8430 2.7867 0.091
H 3.8117 -3.5677 1.5431 0.079
C -3.9973 -1.4617 2.2879 -0.088
H -4.4710 -2.3897 2.6580 0.099
H -3.1505 -1.2309 2.9527 0.060
H -4.7452 -0.6556 2.3668 0.070
C -2.7159 -2.9876 0.7386 -0.080
H -2.5240 -3.2731 -0.3068 0.080
H -1.7529 -2.9273 1.2598 0.045
H -3.3083 -3.7949 1.2081 0.103
C -4.7869 -1.9010 -0.0670 -0.084
H -5.3328 -2.7842 0.3137 0.098
H -5.4861 -1.0536 -0.0639 0.059
H -4.5020 -2.1239 -1.1087 0.077
C -2.6384 2.5225 -0.3213 -0.111
H -2.6316 2.3267 -1.4072 0.081
H -3.1327 3.4984 -0.1613 0.098
H -1.6000 2.6014 0.0352 0.057
C -3.3454 1.8497 1.9642 -0.088
H -2.3036 1.8583 2.3229 0.047
H -3.7587 2.8693 2.0775 0.100
H -3.9296 1.1767 2.6086 0.068
C -4.8719 1.4232 -0.0117 -0.085
H -4.9590 1.0685 -1.0534 0.089
H -5.5095 0.7942 0.6295 0.070
H -5.2793 2.4509 0.0272 0.094
Sr -0.0529 -0.2336 0.7448 1.019
C -0.4484 -1.3369 2.2870 -0.344
O -0.7703 -1.9079 3.2608 0.145
N 0.2064 1.0977 -0.8283 -0.035
C 0.3226 1.8288 -1.7422 -0.088
C 0.4864 2.6655 -2.8746 -0.192
C 0.2592 4.0616 -2.7821 -0.010
C 0.8829 2.0933 -4.1111 -0.005
C 0.4287 4.8645 -3.9125 -0.055
H -0.0440 4.4954 -1.8252 0.123
C 1.0455 2.9134 -5.2299 -0.049
H 1.0619 1.0159 -4.1715 0.121
C 0.8201 4.2966 -5.1359 -0.043
H 0.2546 5.9427 -3.8392 0.117
H 1.3531 2.4708 -6.1827 0.119
H 0.9511 4.9330 -6.0170 0.119
S 0.1376 2.7150 4.9315 1.078
C 1.0976 3.4302 3.7528 -0.368
C 1.0267 2.6469 2.6091 -0.245
N 0.2297 1.5509 2.7149 -0.108
C -0.3236 1.4368 3.9434 -0.470
H 1.6802 4.3338 3.8676 0.082
H 1.5669 2.8833 1.7062 0.099
H -0.9754 0.6276 4.2401 0.077
```

=====

ORCA calculation (ωB97M-V with the def2-TZVPD basis set) on C3Cl3F5 in the gas phase.

Values from the calculation:
HOMO energy (Eh): -0.4194
Multiplicity: 1
Total charge: 0
Orbital gap (eV): 11.916
SMILES: FC(F)(F)C(F)(F)C(Cl)(Cl)Cl

Geometry as XYZ:
```
11
Properties=species:S:1:pos:R:3:nbo_charge:R:1
F -0.4189 1.1943 -2.0902 -0.296
C 0.3598 0.7458 -1.0923 0.917
F 1.2865 -0.1449 -1.4869 -0.295
F 0.9465 1.8897 -0.6304 -0.309
C -0.5586 0.1222 -0.0429 0.575
F -1.2602 1.1298 0.6242 -0.310
F -1.5246 -0.5272 -0.7432 -0.294
C 0.1807 -0.8036 1.0190 -0.214
Cl 0.5339 -2.3412 0.3853 0.099
Cl 1.5999 -0.2444 1.8627 0.092
Cl -1.1451 -1.0204 2.1945 0.035
```

=====

ORCA calculation (ωB97M-V with the def2-TZVPD basis set) on a molecular structure, C24H33InN2O4P2S2.

Values from the calculation:
HOMO energy (alpha / beta) (Eh): -0.1785 / -0.1785
Multiplicity: 1
Total charge: 0
Orbital gap (alpha / beta) (eV): 3.701 / 3.702

Geometry as XYZ:
```
68
Properties=species:S:1:pos:R:3:nbo_charge:R:1
C 4.8177 -0.7315 -0.0744 -0.245
C 3.5068 -0.3479 0.2226 0.258
N 2.5301 -0.4875 -0.6891 -0.505
C 2.8044 -0.9729 -1.9070 0.262
C 4.0874 -1.3932 -2.2612 -0.237
C 5.1159 -1.2591 -1.3283 -0.132
C 3.2465 0.4662 1.4934 -0.782
P 1.4721 0.7403 1.9421 0.954
In 0.1208 -0.2861 -0.0008 1.040
P 0.1993 -0.1226 -2.5211 0.972
C 1.6747 -1.1333 -2.9104 -0.767
C -1.6280 1.0796 0.2902 -0.366
C -2.6788 0.6030 1.0548 -0.286
C -3.8469 1.3768 1.1872 -0.197
C -3.9268 2.6331 0.5781 -0.228
C -2.8381 3.1202 -0.1601 -0.197
C -1.6679 2.3431 -0.2921 -0.283
O 4.3531 3.4687 0.5333 -0.970
O 2.5860 3.1718 -2.0478 -1.095
H 5.5911 -0.5522 0.6700 0.227
H 4.2378 -1.8017 -3.2574 0.229
H 6.1140 -1.5998 -1.5735 0.229
C 1.2230 -0.2259 3.4410 -0.948
C 1.3482 2.4959 2.4010 -0.949
H 2.0078 -0.8220 -3.9121 0.252
H 1.3351 -2.1832 -2.9605 0.271
H 3.6600 1.4981 1.4089 0.308
H 3.7529 -0.0611 2.3321 0.246
C -1.2180 -0.9407 -3.2858 -0.971
C 0.4773 1.4641 -3.3364 -0.979
H -2.6142 -0.3604 1.5613 0.190
H -4.6826 0.9849 1.7701 0.206
H -4.8322 3.2392 0.6837 0.214
H -2.8941 4.1052 -0.6300 0.224
H -0.8087 2.7457 -0.8451 0.233
H 2.2363 3.9723 -1.6004 0.490
H 3.3343 3.4949 -2.5507 0.468
H 3.7560 3.0918 -0.1691 0.503
H 5.2797 3.1190 0.4471 0.466
H 1.4493 5.2799 -0.8562 -0.782
H 1.9925 0.0463 4.1717 0.240
H 0.2215 -0.0114 3.8368 0.256
H 1.2977 -1.2906 3.1972 0.254
H 1.6134 2.6244 3.4614 0.239
H 2.0187 3.1225 1.7945 0.299
H 0.3145 2.8385 2.2402 0.275
H 0.7517 1.2775 -4.3872 0.231
H -0.4361 2.0747 -3.2776 0.265
H 1.2947 2.0227 -2.8527 0.324
H -1.0276 -1.0959 -4.3595 0.236
H -1.3809 -1.9045 -2.7660 0.292
H -2.1168 -0.3253 -3.1364 0.274
O -3.9491 -4.1925 -1.8138 -0.897
S -3.5816 -2.9903 -1.1110 2.278
O -4.1696 -1.7291 -1.5060 -0.897
N -1.9169 -2.8159 -1.0040 -0.746
C -1.4495 -2.9007 0.2302 0.143
S 0.2150 -2.6616 0.6158 -0.201
C -2.4761 -3.1306 1.2454 -0.067
C -2.3924 -3.0223 2.6378 -0.193
C -3.5638 -3.0462 3.3911 -0.200
C -4.8144 -3.1852 2.7627 -0.180
C -4.9019 -3.2629 1.3699 -0.167
C -3.7304 -3.2015 0.6337 -0.312
H -1.4083 -2.9144 3.0973 0.235
H -3.5155 -2.9545 4.4749 0.226
H -5.7219 -3.2179 3.3634 0.228
H -5.8484 -3.3657 0.8430 0.239
```

=====

ORCA calculation (ωB97M-V with the def2-TZVPD basis set) on a molecular structure, C14H14F3O10P2STc.

Values from the calculation:
HOMO energy (alpha / beta) (Eh): -0.3988 / -0.3987
Multiplicity: 4
Total charge: +1
Orbital gap (alpha / beta) (eV): 3.646 / 4.141
<S²>: 3.810

Geometry as XYZ:
```
45
Properties=species:S:1:pos:R:3:lowdin_spin:R:1
Tc -0.2264 -3.2389 -0.1170 2.731
C -0.9236 0.4417 -2.3419 0.002
C -1.1333 -0.4209 -1.1244 0.005
O -1.8156 -0.4403 1.2863 0.012
P 1.6725 -1.2598 -0.5860 0.006
O 2.6958 -0.4292 0.2858 -0.002
O 2.1008 -0.9587 -2.0621 0.002
O 1.7829 -2.7392 -0.2084 0.049
P -2.5128 -1.6526 -1.3108 0.008
O -1.9939 -2.3934 -2.6293 0.022
O -3.8824 -1.1734 -1.3214 -0.001
O -2.0913 -2.6645 -0.1640 0.064
H 0.0525 0.2580 -2.7901 0.000
H -1.0150 1.5015 -2.1109 0.000
H -1.6912 0.1849 -3.0721 0.001
H -2.4096 -1.1422 0.9742 0.001
H 2.7694 -0.6758 1.2096 0.000
H 2.9351 -1.3403 -2.3541 0.000
H -2.7131 -2.8325 -3.0913 0.000
C 4.0956 5.0809 1.7186 0.000
C 2.8628 5.6618 1.1500 0.000
O 2.6792 6.3572 0.2208 0.000
S 1.3596 5.1986 2.2290 0.003
C 0.8013 3.6841 1.5642 0.003
C 1.2454 3.0902 0.3804 0.000
C 0.7162 1.8814 -0.0329 0.003
C -0.2896 1.2468 0.7067 0.001
C -0.7217 1.8538 1.8959 0.003
C -0.1783 3.0352 2.3254 -0.001
C -0.9299 -0.0290 0.3247 0.021
C -0.0756 -1.1250 -0.3559 -0.022
H 4.9456 5.3122 1.0794 0.000
H 3.9827 4.0032 1.8347 0.000
H 4.2650 5.4991 2.7127 0.000
H 1.9859 3.5876 -0.2267 0.000
H 1.1090 1.4363 -0.9330 0.000
H -1.4756 1.3633 2.4857 0.000
H -0.4968 3.4765 3.2554 0.000
F -3.4307 -4.6368 0.7911 -0.001
C -3.0968 -5.4852 -0.1855 -0.002
F -3.1776 -4.8166 -1.3567 0.000
F -3.9811 -6.4654 -0.2136 -0.001
C -1.6130 -6.0160 0.0160 0.004
O -1.3985 -7.1819 0.1540 0.037
O -0.7848 -5.0358 -0.0105 0.052
```